1.
# C7H14

2 unconnected molecules or ions with the total composition C7H14 (ωB97M-V/def2-TZVPD, the OMol25 dataset).

Geometry as XYZ:
```
21
Properties=species:S:1:pos:R:3:forces:R:3:nbo_charge:R:1
C 3.17058 -0.18546 0.00017 -0.1 0.0 -0.1 -0.847
C 0.41432 -0.65823 -1.03036 -0.4 0.0 0.0 0.098
C -0.28162 -1.43453 0.01403 0.1 -0.2 0.1 -0.520
C -1.42127 -0.51387 -0.58339 -0.2 0.0 -0.1 -0.210
C -2.56899 -0.19867 0.37273 0.0 0.0 0.1 -0.587
C -0.33115 0.61365 -0.80563 0.0 0.2 -0.1 -0.329
C -0.12529 1.52979 0.39674 0.0 0.0 0.1 -0.619
H 2.64799 0.08439 0.91969 0.0 0.0 -0.1 0.205
H 3.84161 -1.01884 0.20360 0.0 0.0 0.0 0.215
H 3.74895 0.67091 -0.34535 0.0 0.0 0.0 0.213
H 2.46321 -0.48922 -0.78962 0.3 0.1 0.3 0.233
H -0.31137 -2.51963 -0.11361 0.0 0.2 0.0 0.216
H -0.20267 -1.17180 1.07487 0.0 0.1 -0.1 0.208
H -1.82646 -0.89277 -1.52240 0.1 0.1 0.1 0.234
H -2.21412 0.17746 1.33647 0.0 -0.1 -0.2 0.208
H -3.23387 0.55506 -0.06363 0.1 -0.1 0.0 0.215
H -3.15760 -1.10361 0.55799 0.1 0.1 0.0 0.219
H -0.42236 1.21891 -1.71469 0.0 -0.1 0.1 0.210
H 0.76390 2.14778 0.22988 -0.1 -0.1 0.0 0.224
H 0.02347 0.98168 1.33181 0.0 0.1 -0.1 0.203
H -0.97727 2.20699 0.53069 0.1 -0.1 0.0 0.214
```
Positions in Å, forces in eV/Å.

Calculated values
Relative energy (zero: lowest compared OMol25 entry of this formula, charge and spin) in eV: 4.538
Gap between HOMO and LUMO in eV: 8.545
Multiplicity: 1
Net charge: 0
Energy in a.u.: -274.94946

2.
# C7H14

2 unconnected molecules or ions with the total composition C7H14 in a non-equilibrium geometry (ωB97M-V/def2-TZVPD, the OMol25 dataset).

Geometry as XYZ:
```
21
Properties=species:S:1:pos:R:3:forces:R:3:nbo_charge:R:1
C 0.66922 -1.51162 0.92105 -1.5 -0.2 0.3 -0.521
C -0.24195 -1.12943 0.02003 -0.2 0.4 -0.2 -0.066
C -1.28414 -0.09826 0.20600 0.0 0.4 -0.1 -0.291
C -1.13024 0.96054 -0.85776 -0.1 0.3 -0.2 -0.597
C -2.65910 -0.79458 0.15938 0.0 0.1 0.0 -0.592
H 0.24651 -2.51730 0.92949 2.3 -1.4 0.5 0.244
H 0.80474 -0.90565 1.81686 -0.1 -0.3 0.0 0.188
H -0.32530 -1.75788 -0.87393 -0.5 -0.1 0.3 0.178
H -1.15255 0.31943 1.21304 0.0 0.1 -0.2 0.203
H -1.20156 0.49250 -1.84703 0.0 0.2 0.1 0.201
H -1.90113 1.72430 -0.76056 0.0 0.1 -0.2 0.207
H -0.13975 1.41634 -0.76459 -0.2 0.1 -0.1 0.217
H -3.45699 -0.05530 0.28892 0.1 -0.1 0.0 0.212
H -2.81464 -1.29237 -0.80633 0.1 0.1 0.1 0.203
H -2.77639 -1.55419 0.94355 0.2 0.2 -0.1 0.214
C 3.16056 0.51696 -0.00562 0.0 0.2 0.0 -0.370
C 2.62931 1.72000 -0.19151 0.1 -0.1 0.0 -0.408
H 3.67369 0.25321 0.91628 -0.1 0.1 -0.1 0.194
H 3.09971 -0.26262 -0.76025 0.0 0.1 0.1 0.199
H 2.11941 1.98089 -1.11654 0.1 -0.1 0.1 0.190
H 2.68058 2.49504 0.56951 0.0 -0.1 -0.1 0.193
```
Positions in Å, forces in eV/Å.

Calculated values
Relative energy (zero: lowest compared OMol25 entry of this formula, charge and spin) in eV: 3.512
Gap between HOMO and LUMO in eV: 9.771
Multiplicity: 1
Net charge: 0
SMILES string: C=CC(C)C.C=C
Energy in a.u.: -274.98719

3.
# C7H14

A single C7H14 molecule in a non-equilibrium geometry (ωB97M-V/def2-TZVPD, the OMol25 dataset).

Geometry as XYZ:
```
21
Properties=species:S:1:pos:R:3:forces:R:3:nbo_charge:R:1
C 1.17320 -1.35423 0.84864 0.1 0.0 0.0 -0.594
C 0.57535 -0.26867 -0.06057 -0.2 0.1 0.1 -0.067
C 0.19578 -0.88889 -1.41016 -0.1 0.0 0.0 -0.606
C 1.43980 0.99538 -0.24016 -0.1 0.4 0.0 -0.611
C -0.64308 0.27745 0.68689 0.3 -0.2 0.1 -0.227
C -2.08142 0.07480 0.40772 -0.2 0.5 -0.2 -0.422
C -1.36601 1.48601 0.23113 -1.3 -0.5 0.2 -0.431
H 1.54861 -0.92142 1.78409 0.0 0.0 -0.2 0.205
H 0.38540 -2.07217 1.11644 0.2 0.1 -0.1 0.208
H 1.98942 -1.91248 0.37859 -0.1 0.1 0.0 0.208
H 1.06661 -1.34924 -1.89468 -0.1 0.2 0.1 0.212
H -0.56359 -1.66849 -1.27802 0.1 0.1 0.0 0.210
H -0.20517 -0.14119 -2.10552 0.0 -0.1 0.1 0.205
H 0.72728 1.83777 -0.12054 1.0 -0.2 -0.2 0.220
H 2.20921 1.09730 0.53114 0.0 -0.1 -0.2 0.209
H 1.88497 1.10260 -1.23263 0.2 -0.2 0.1 0.208
H -0.47009 0.32656 1.76376 0.1 -0.1 -0.1 0.213
H -2.41323 -0.26979 -0.56605 0.3 -0.2 0.1 0.211
H -2.69012 -0.34758 1.21796 0.0 1.0 -0.2 0.219
H -1.45761 2.36412 0.87177 -0.3 -0.5 0.1 0.218
H -1.29640 1.76393 -0.82622 0.0 -0.3 0.3 0.210
```
Positions in Å, forces in eV/Å.

Calculated values
Relative energy (zero: lowest compared OMol25 entry of this formula, charge and spin) in eV: 1.495
Gap between HOMO and LUMO in eV: 10.956
Multiplicity: 1
Net charge: 0
SMILES string: CC(C)(C)C1CC1
Energy in a.u.: -275.06132